Entry from the Open Molecules 2025 dataset: one molecule with the formula C4H9NO5 (ωB97M-V/def2-TZVPD).

Properties
SMILES = CN[C@](CO)(OO)C(=O)O
Energy relative to the best compared isomer or geometry (same formula, charge and spin) = 4.959 eV
Highest occupied orbital energy = -9.516 eV
LUMO = 0.6 eV
2S+1 = 1
Frontier orbital gap = 10.15 eV

CARTESIAN COORDINATES (ANGSTROEM)
C: -1.0009 -0.5163 -0.7489
C: 1.7963 -1.3097 0.1745
C: -0.7689 1.7495 0.1453
C: -0.1525 0.1519 0.3023
N: 1.2470 0.0413 -0.0128
O: -2.1367 -0.9217 -0.6035
O: -0.4959 -0.4178 -2.0032
O: -0.2953 2.3844 -0.9782
O: -0.8107 -1.3655 1.8999
O: -0.4438 -0.0548 1.6694
H: 1.5742 -1.9791 -0.7380
H: 2.8420 -1.2236 0.1541
H: 1.1302 -1.6957 0.9545
H: -1.8525 1.7233 0.4188
H: -0.0321 2.1254 1.0035
H: 1.7572 0.7714 0.4535
H: 0.3718 -0.0942 -2.0335
H: -0.9449 2.2302 -1.7886
H: -1.7846 -1.5992 1.7311

***

Entry from the Open Molecules 2025 dataset: an isolated ion of composition CH5N2 and charge +1 (ωB97M-V/def2-TZVPD).

Properties
Total charge = +1
SMILES = NC=[NH2+]
Energy relative to the best compared isomer or geometry (same formula, charge and spin) = 0.300 eV
Highest occupied orbital energy = -16.752 eV
LUMO = -4.5 eV
2S+1 = 1
Frontier orbital gap = 12.30 eV

CARTESIAN COORDINATES (ANGSTROEM)
N: -0.1587 -0.1834 1.1339
C: 0.3490 0.2901 0.0170
N: 0.0702 -0.1336 -1.1841
H: -0.5146 -1.1315 1.1383
H: -0.0007 0.3201 1.9923
H: 0.7764 1.2704 0.1483
H: 0.0509 0.4805 -1.9850
H: -0.5726 -0.9127 -1.2607

***

Entry from the Open Molecules 2025 dataset: C28H24N7S4SbTi as an isolated structure (ωB97M-V/def2-TZVPD).

Properties
Energy relative to the best compared isomer or geometry (same formula, charge and spin) = 1.089 eV
Highest occupied orbital energy = -7.535 eV
LUMO = -1.5 eV
2S+1 = 1
Frontier orbital gap = 6.07 eV

CARTESIAN COORDINATES (ANGSTROEM)
Ti: 0.1630 0.5017 -0.0955
C: 1.8044 2.6970 -3.6541
C: 1.5941 2.3857 -2.3233
N: 0.4718 1.7853 -1.9313
C: -0.4786 1.5800 -2.8539
C: -0.2307 1.8656 -4.1954
N: 0.9083 2.4036 -4.5951
C: -1.7348 1.0449 -2.3160
C: -2.8910 0.9550 -3.0332
C: -4.0686 0.4552 -2.3921
C: -3.9893 0.0750 -1.0875
C: -2.7589 0.1987 -0.3654
N: -1.6312 0.6895 -1.0123
C: -2.5908 -0.0806 0.9570
C: -3.2769 -0.9450 1.9415
N: -3.5861 -0.2046 3.1358
C: -2.6184 0.4816 3.5921
C: -1.2931 0.4970 2.9518
N: -1.3244 0.2804 1.4739
C: -5.3582 0.4127 -3.1140
C: -5.6746 1.3914 -4.0538
C: -6.9133 1.3559 -4.6744
N: -7.8310 0.4280 -4.4274
C: -7.5243 -0.5128 -3.5396
C: -6.3150 -0.5678 -2.8657
H: 2.7185 3.1700 -3.9877
H: 2.3226 2.6031 -1.5547
H: -0.9622 1.6422 -4.9621
H: -2.9115 1.2524 -4.0704
H: -4.8617 -0.2688 -0.5489
H: -4.1262 -1.5250 1.5953
H: -2.7862 1.1075 4.4627
H: -0.6056 1.2551 3.2998
H: -4.9763 2.1866 -4.2768
H: -7.1828 2.1141 -5.4017
H: -8.2879 -1.2624 -3.3626
H: -6.1142 -1.3776 -2.1765
C: -1.7333 -2.4278 -1.4774
N: -0.3909 -1.9563 -1.1324
C: 0.3027 -3.0605 -0.4499
C: 0.3332 -1.6863 -2.3820
C: 1.7012 -1.1403 -2.0819
C: 2.7890 -1.5415 -2.8480
C: 4.0612 -1.0747 -2.5585
C: 4.2383 -0.2152 -1.4856
C: 3.1458 0.1946 -0.7326
C: 1.8507 -0.2446 -1.0110
H: -1.6715 -3.3579 -2.0577
H: -2.2508 -1.6861 -2.0848
H: -2.3106 -2.6167 -0.5736
H: 0.3169 -3.9529 -1.0918
H: -0.2116 -3.3028 0.4744
H: 1.3277 -2.7860 -0.2252
H: -0.2522 -0.9746 -2.9700
H: 0.4086 -2.6064 -2.9791
H: 2.6343 -2.2330 -3.6697
H: 4.9095 -1.3957 -3.1499
H: 5.2245 0.1465 -1.2205
H: 3.3315 0.8810 0.0819
S: 4.2768 1.2864 2.4264
Sb: 2.0928 1.3255 2.9434
S: 0.9487 2.3835 0.9954
S: 0.9653 -0.9764 1.9355
S: -1.8758 -2.1738 2.3993
C: -0.7642 -0.7627 2.3239

***

Entry from the Open Molecules 2025 dataset: an isolated ion of composition C7H14ClN4S and charge +1 (ωB97M-V/def2-TZVPD).

Properties
Total charge = +1
Energy relative to the best compared isomer or geometry (same formula, charge and spin) = 2.603 eV
Highest occupied orbital energy (spin up / spin down) = -10.404 / -10.459 eV
LUMO (spin up / spin down) = -3.9 / -3.8 eV
2S+1 = 1
Frontier orbital gap (spin up / spin down) = 6.55 / 6.66 eV

CARTESIAN COORDINATES (ANGSTROEM)
C: 0.8745 -1.9393 0.1441
C: -0.2725 -1.0998 0.2127
C: 2.6344 -0.3096 -0.2545
C: 0.8969 1.1293 0.9594
C: -2.0480 2.0269 -0.8438
C: -1.9728 -3.1469 -0.7037
C: -0.5314 2.3098 -0.6217
N: 2.1761 -1.4976 0.0642
N: 1.7295 0.7575 -0.1411
N: 1.0799 0.9671 2.3150
N: -0.0862 1.9350 0.6505
S: -1.8752 -1.4690 0.0302
Cl: 4.2489 -0.1645 -0.8199
H: 0.7854 -2.9818 0.4541
H: -2.4788 2.5035 0.0412
H: -2.4390 2.4474 -1.7943
H: -2.1379 0.9748 -1.0512
H: -2.3514 -3.6733 0.1279
H: -1.0063 -3.5196 -1.2679
H: -2.7659 -2.9426 -1.4562
H: 0.0061 1.7126 -1.4268
H: -0.3570 3.3627 -0.7311
H: 2.8691 -2.1778 0.0391
H: 1.6492 1.5075 -0.8078
H: 1.8527 0.3872 2.6238
H: 0.2594 0.8443 2.8708
H: -0.7401 2.0559 1.3869

***

Entry from the Open Molecules 2025 dataset: C13H22IIrN4O as an isolated structure (ωB97M-V/def2-TZVPD).

Properties
Total charge = -2
Highest occupied orbital energy (spin up / spin down) = 2.279 / -2.780 eV
LUMO (spin up / spin down) = 4.3 / 4.6 eV
2S+1 = 5
Frontier orbital gap (spin up / spin down) = 1.99 / 7.34 eV

CARTESIAN COORDINATES (ANGSTROEM)
C: -2.8615 2.7411 -1.0315
I: -0.6725 2.4835 -0.6175
H: -3.1918 3.5317 -0.3456
H: -3.4266 1.8072 -0.9195
H: -2.9151 3.1141 -2.0621
C: 3.0747 0.3902 -2.9297
C: 3.4097 1.4061 -2.0896
N: 2.5802 1.3133 -0.9884
C: 1.6852 0.3032 -1.1648
N: 2.0572 -0.3249 -2.3097
H: 3.4728 0.0788 -3.8835
H: 4.1781 2.1593 -2.1426
C: -2.6649 -1.9373 2.5539
C: -1.2833 -0.6727 1.2944
N: -1.8723 -1.8984 1.4172
H: -2.9598 -0.3582 4.0763
N: -1.6797 0.0200 2.3888
H: -3.2033 -2.8269 2.8353
Ir: -0.0765 0.0316 -0.2389
C: -1.4088 -0.3685 -1.4740
O: -2.3374 -0.6868 -2.1308
C: -2.5471 -0.7437 3.1593
C: -1.2469 1.3469 2.7609
H: -1.0939 1.3923 3.8453
H: -2.0008 2.0867 2.4695
H: -0.3059 1.5548 2.2497
C: -1.5848 -3.0567 0.6086
H: -2.5052 -3.6435 0.5080
H: -0.8209 -3.6843 1.0966
H: -1.2164 -2.7601 -0.3825
C: 1.5467 -1.5960 -2.7898
H: 1.5786 -1.5807 -3.8840
H: 0.5143 -1.7282 -2.4482
H: 2.1380 -2.4451 -2.4183
C: 2.7844 2.1902 0.1547
H: 2.2455 1.8150 1.0259
H: 2.4544 3.2039 -0.1106
H: 3.8557 2.2338 0.4210
C: 1.3966 -1.0721 0.7347
H: 0.9154 -1.6292 1.5612
H: 2.1513 -0.3941 1.1655
H: 1.8364 -1.7967 0.0346